Formula: C2H3Cl2NO2
Source: OMol25
Level of theory: the ωB97M-V functional and the def2-TZVPD basis

XYZ file:
```
10
Properties=species:S:1:pos:R:3:forces:R:3:lowdin_charge:R:1
C -2.62905 -0.58811 -0.06110 0.79 -0.80 0.26 -0.52
N 1.87827 0.93425 -0.60775 0.37 0.92 -0.10 -0.03
O -2.05258 -1.55927 -0.35593 -1.07 0.77 -0.34 0.11
O -3.14144 0.38117 0.31342 -0.65 -0.27 -0.19 0.12
H 2.28476 1.87149 -0.66702 -1.04 0.20 0.54 0.12
H 0.88966 -2.00150 1.07186 0.78 -0.82 -0.57 -0.22
H 2.58426 0.25843 -0.61542 1.25 -1.16 -0.55 0.07
C 0.70137 0.38313 -0.54015 -0.59 0.39 -0.28 -0.63
Cl 0.05162 -1.21111 1.53420 -0.62 0.28 1.81 0.44
Cl -0.56686 1.53151 -0.07212 0.79 0.50 -0.59 0.56
```
Forces are in eV/Å.

Output
**Spin multiplicity**: 1
**Energy relative to the best compared isomer or geometry (same formula, charge and spin)**: 46.2 kcal per mole
**Gap between HOMO and LUMO**: 9.27 eV
**LUMO**: 0.56 eV
**Electronic energy**: -32751.02160 eV

***

Formula: C2H3Cl2NO2
Source: OMol25
Level of theory: the ωB97M-V functional and the def2-TZVPD basis

XYZ file:
```
10
Properties=species:S:1:pos:R:3:forces:R:3:lowdin_charge:R:1
O 2.75741 -0.68784 1.27819 0.23 -0.39 1.17 0.05
O 3.24956 1.23130 0.45059 0.65 1.21 0.30 0.06
H -0.49412 -0.53642 -0.93431 0.73 0.57 2.00 0.09
Cl 1.75152 -1.86388 -1.01200 0.40 0.50 -0.35 0.65
N 2.68216 0.19195 0.47858 -1.30 -0.95 -1.44 -0.47
C 1.66204 -0.10792 -0.70908 -2.16 -0.59 1.75 -1.11
H -0.16693 1.10509 -0.63718 0.04 0.14 0.98 0.05
H -0.08363 0.04264 0.83565 -0.23 -0.47 1.86 0.04
Cl 2.12199 0.88781 -2.04593 -0.28 -0.19 -0.22 0.71
C 0.07589 0.13390 -0.18103 1.91 0.18 -6.06 -0.07
```
Forces are in eV/Å.

Output
**Spin multiplicity**: 1
**Energy relative to the best compared isomer or geometry (same formula, charge and spin)**: 97.0 kcal per mole
**Gap between HOMO and LUMO**: 11.19 eV
**LUMO**: 0.09 eV
**Electronic energy**: -32748.82094 eV
**SMILES**: CC(Cl)(Cl)[N+](=O)[O-]

***

Formula: C2H3Cl2NO3
Source: OMol25
Level of theory: the ωB97M-V functional and the def2-TZVPD basis

XYZ file:
```
11
Properties=species:S:1:pos:R:3:forces:R:3:lowdin_charge:R:1
Cl 0.30598 -1.36394 1.41020 0.11 -0.09 0.82 0.69
O 2.33324 1.98831 0.02962 0.12 0.12 0.41 0.18
O 0.42058 0.82891 -0.10129 1.22 0.29 1.04 -0.09
C -1.66206 -0.21902 -0.01198 -0.38 2.81 1.28 -0.15
Cl 0.19522 -1.37242 -1.42171 0.64 -0.65 -1.12 0.67
H -1.72906 0.78117 -0.48995 -0.37 -0.16 0.57 0.10
N 1.97898 0.87255 0.08530 -1.10 -1.01 -1.25 -0.34
H -1.92585 -0.12647 1.09207 -0.57 -0.25 -1.74 0.10
O 2.52304 -0.18263 0.10971 -0.15 0.91 0.28 0.09
H -2.26025 -0.79283 -0.71183 0.23 -0.89 0.73 0.07
C -0.17983 -0.41362 0.00986 0.27 -1.09 -1.03 -1.32
```
Forces are in eV/Å.

Output
**Spin multiplicity**: 1
**Energy relative to the best compared isomer or geometry (same formula, charge and spin)**: 15.3 kcal per mole
**Gap between HOMO and LUMO**: 10.78 eV
**LUMO**: -0.25 eV
**Electronic energy**: -34795.41301 eV
**SMILES**: CC(Cl)(Cl)O[N+](=O)[O-]

***

Formula: C2H3Cl2O2P
Source: OMol25
Level of theory: the ωB97M-V functional and the def2-TZVPD basis

XYZ file:
```
10
Properties=species:S:1:pos:R:3:forces:R:3:lowdin_charge:R:1
H -0.02953 -0.14717 -1.35324 1.01 -0.49 -1.05 0.05
C -0.32467 -0.01765 -0.35368 -1.69 2.22 0.51 -0.97
O 0.67296 -0.02309 0.60841 -0.61 1.34 1.58 -0.17
P -1.18811 1.74354 -0.32281 1.67 -0.73 1.31 0.84
C 1.72595 -0.75149 0.42672 1.38 -1.41 -1.47 -0.92
H -1.95676 1.34470 0.79661 0.11 0.34 0.18 -0.10
Cl 2.74842 -0.73066 1.87903 -0.46 -0.05 -0.79 0.71
O 1.95811 -1.32880 -0.59728 0.54 0.06 1.12 0.08
Cl -1.51042 -1.23978 0.01193 -0.35 -0.89 0.13 0.64
H -2.09595 1.15038 -1.09569 -1.60 -0.39 -1.55 -0.16
```
Forces are in eV/Å.

Output
**Spin multiplicity**: 1
**Energy relative to the best compared isomer or geometry (same formula, charge and spin)**: 53.1 kcal per mole
**Gap between HOMO and LUMO**: 10.85 eV
**LUMO**: 0.62 eV
**Electronic energy**: -40550.29628 eV
**SMILES**: O=C(Cl)O[C@H](P)Cl

***

Formula: C2H3Cl3Si
Source: OMol25
Level of theory: the ωB97M-V functional and the def2-TZVPD basis

XYZ file:
```
9
Properties=species:S:1:pos:R:3:forces:R:3:lowdin_charge:R:1
C 0.00140 -1.07820 -1.38120 0.01 1.96 0.63 -1.20
Cl 0.93497 2.57512 0.90394 -0.96 -0.56 0.42 0.55
Si 0.12513 -0.47541 0.50451 1.57 0.52 -2.14 0.50
H -0.99169 -1.00121 1.05558 -2.35 -1.61 1.28 -0.07
Cl 1.37611 -0.57275 -2.36772 -0.71 -0.46 0.30 0.48
C -0.10578 1.22806 1.20969 0.75 -0.57 -1.45 -0.70
H 1.38014 -1.07747 0.78381 1.02 -0.35 0.56 -0.05
H -1.16546 1.27698 1.44017 0.09 1.32 0.35 0.00
Cl -1.55484 -0.87512 -2.14878 0.58 -0.27 0.06 0.50
```
Forces are in eV/Å.

Output
**Spin multiplicity**: 1
**Energy relative to the best compared isomer or geometry (same formula, charge and spin)**: 171.9 kcal per mole
**Gap between HOMO and LUMO (alpha / beta)**: 7.34 / 8.10 eV
**LUMO (alpha / beta)**: -1.44 / -1.14 eV
**Electronic energy**: -47563.65817 eV

***

Formula: C2H3Cl3Si
Source: OMol25
Level of theory: the ωB97M-V functional and the def2-TZVPD basis

XYZ file:
```
9
Properties=species:S:1:pos:R:3:forces:R:3:lowdin_charge:R:1
H -0.23441 -1.85736 -1.32051 -0.97 -1.14 -2.88 -0.06
Cl -1.61837 2.01458 -0.41699 0.28 0.15 0.14 0.52
H 1.98880 0.04533 0.45291 1.15 0.28 0.24 -0.04
Cl -0.64811 -2.42525 0.82712 -0.01 -0.26 0.60 0.59
Cl -0.64634 1.33374 2.18819 0.09 0.17 0.57 0.56
C -0.26845 1.46364 0.53816 -0.99 -0.57 0.06 -1.30
Si 0.78439 0.17440 -0.29363 -1.17 -0.43 0.25 0.48
C 0.09787 -1.57028 -0.41091 0.73 2.04 2.00 -0.72
H 0.54462 0.82120 -1.56435 0.88 -0.25 -0.99 -0.04
```
Forces are in eV/Å.

Output
**Spin multiplicity**: 1
**Energy relative to the best compared isomer or geometry (same formula, charge and spin)**: 164.9 kcal per mole
**Gap between HOMO and LUMO (alpha / beta)**: 7.69 / 7.82 eV
**LUMO (alpha / beta)**: -0.91 / -0.99 eV
**Electronic energy**: -47563.95950 eV

***

Formula: C2H3ClCrN
Source: OMol25
Level of theory: the ωB97M-V functional and the def2-TZVPD basis

XYZ file:
```
8
Properties=species:S:1:pos:R:3:forces:R:3:lowdin_charge:R:1
C 22.35779 0.67890 -15.89374 -2.53 0.96 1.65 -0.26
C 23.03274 0.24699 -17.14366 0.37 0.12 0.67 -0.09
H 24.05869 0.06729 -16.82237 0.13 -0.25 -0.43 0.07
N 21.72303 1.02196 -14.95932 2.24 -1.09 -2.82 0.10
H 23.04660 0.98811 -17.94282 -0.14 0.35 0.42 0.07
H 22.60292 -0.63760 -17.61359 -0.10 -0.11 0.47 0.04
Cr 21.07962 0.65511 -21.76964 0.25 -1.14 0.85 0.40
Cl 21.53079 -1.26153 -20.33610 -0.22 1.17 -0.80 -0.34
```
Forces are in eV/Å.

Output
**Spin multiplicity**: 6
**Gap between HOMO and LUMO (alpha / beta)**: 7.27 / 8.70 eV
**LUMO (alpha / beta)**: -1.60 / -1.36 eV
**Electronic energy**: -44555.12634 eV

***

Formula: C2H3ClF2O
Source: OMol25
Level of theory: the ωB97M-V functional and the def2-TZVPD basis

XYZ file:
```
9
Properties=species:S:1:pos:R:3:forces:R:3:lowdin_charge:R:1
F 2.18835 -1.51558 -0.13026 0.30 1.55 0.21 -0.11
C -1.17523 0.44169 -0.13814 -0.33 -1.62 -5.20 -0.46
Cl 2.07257 0.90219 -0.57211 -0.44 0.97 -1.15 0.71
F -1.00769 1.42784 0.66615 1.10 2.90 3.25 0.05
H -2.24956 0.49337 -0.40265 0.33 -0.46 -0.31 0.14
O -0.75198 -0.77050 0.25700 1.66 -0.93 -0.07 0.01
H -0.44992 0.52507 -1.02486 -1.64 0.78 0.63 0.10
H -1.20945 -1.16917 0.95556 -1.36 -0.67 1.70 0.07
C 2.58291 -0.33492 0.38930 0.37 -2.52 0.96 -0.52
```
Forces are in eV/Å.

Output
**Spin multiplicity**: 1
**Energy relative to the best compared isomer or geometry (same formula, charge and spin)**: 79.3 kcal per mole
**Gap between HOMO and LUMO**: 9.65 eV
**LUMO**: -0.36 eV
**Electronic energy**: -22123.91540 eV

***

Formula: C2H3ClF2O2S
Source: OMol25
Level of theory: the ωB97M-V functional and the def2-TZVPD basis

XYZ file:
```
11
Properties=species:S:1:pos:R:3:forces:R:3:lowdin_charge:R:1
F -1.94261 1.39605 1.49315 0.12 -0.13 -0.26 -0.01
C -0.61851 1.14108 1.39155 0.59 1.37 -0.30 -0.12
F 1.37451 0.80523 2.47357 0.52 0.26 0.16 0.01
S 0.01967 -0.67068 -2.00422 1.89 -1.04 -0.61 0.62
O 0.90218 -1.97058 -1.48434 -0.94 -1.16 -0.92 -0.41
H 0.82430 -2.90643 -1.92364 -0.18 2.67 0.67 0.14
H -0.31515 1.16750 3.49802 -0.65 0.17 1.38 0.10
H -0.20471 1.26011 0.33034 -0.61 -0.62 1.84 0.12
O -1.28643 -1.00042 -2.46890 -0.33 -0.42 0.09 -0.47
C 0.07964 1.12885 2.53469 0.04 -1.02 -2.78 -0.12
Cl 1.16711 -0.35069 -3.84024 -0.44 -0.07 0.75 0.13
```
Forces are in eV/Å.

Output
**Spin multiplicity**: 1
**Energy relative to the best compared isomer or geometry (same formula, charge and spin)**: 8.7 kcal per mole
**Gap between HOMO and LUMO**: 9.58 eV
**LUMO**: -0.39 eV
**Electronic energy**: -35008.06423 eV

***

Formula: C2H3ClF2S
Source: OMol25
Level of theory: the ωB97M-V functional and the def2-TZVPD basis

XYZ file:
```
9
Properties=species:S:1:pos:R:3:forces:R:3:lowdin_charge:R:1
F -0.01969 -1.80824 -1.45529 -0.86 1.49 0.70 -0.01
Cl -0.01279 2.14461 0.55519 0.58 -0.18 0.09 0.58
S 0.63604 -0.45550 1.92311 3.26 -1.41 -0.89 0.74
F -0.68995 0.16470 -2.27222 0.05 -1.16 1.94 -0.04
H 1.81036 0.48503 0.09846 -0.53 0.84 -0.02 0.03
C -0.62039 -0.61736 -1.10670 1.33 0.29 -2.30 -0.17
C 0.87950 0.68267 0.64243 -0.31 -1.47 -1.25 -1.03
H -0.37408 0.13656 2.27369 -3.65 1.68 1.63 -0.22
H -1.60899 -0.73247 -0.65866 0.14 -0.09 0.10 0.11
```
Forces are in eV/Å.

Output
**Spin multiplicity**: 1
**Energy relative to the best compared isomer or geometry (same formula, charge and spin)**: 90.7 kcal per mole
**Gap between HOMO and LUMO (alpha / beta)**: 8.97 / 7.88 eV
**LUMO (alpha / beta)**: -0.04 / 0.04 eV
**Electronic energy**: -30911.29689 eV